# 1
Molecular formula: C5H11N3
Method: DFT, ωB97M-V/def2-TZVPD

Output
DFT total energy (a.u.): -361.34179
Max |F| (eV/Å): 3.263
Orbital gap (eV): 8.7

Structure (ORCA input):
```
! RIJCOSX wB97M-V def2-TZVPD def2/J DEFGRID3
* xyz 0 1
C 1.77 1.04 -0.89
C -0.22 -0.61 -0.19
C -0.89 0.26 0.87
N -0.15 -2.01 0.10
N -0.73 -0.42 -1.51
N -2.16 0.33 1.22
C 0.26 0.90 1.18
C 1.12 0.18 0.17
H 0.26 -2.19 1.01
H 0.43 -2.49 -0.59
H -1.47 -1.09 -1.70
H -1.18 0.49 -1.61
H -2.49 0.96 1.94
H -2.83 -0.38 0.94
H 0.50 1.67 1.92
H 1.90 -0.45 0.63
H 2.51 1.73 -0.44
H 2.30 0.42 -1.62
H 1.04 1.65 -1.43
*
```



# 2
Molecular formula: C5H11N3
Method: DFT, ωB97M-V/def2-TZVPD

Output
DFT total energy (a.u.): -361.29374
Max |F| (eV/Å): 4.392
Orbital gap (eV): 10.1

Structure (ORCA input):
```
! RIJCOSX wB97M-V def2-TZVPD def2/J DEFGRID3
* xyz 0 1
C 0.68 -0.07 -0.47
C -0.23 0.85 0.30
N 0.36 -1.46 -0.42
N -1.63 0.62 0.11
C 0.27 0.51 1.90
C 0.87 -0.12 -2.96
C -0.42 -0.28 2.72
N 0.38 0.58 -2.02
H 1.74 0.12 -0.30
H 0.03 1.90 0.16
H 0.81 -1.90 0.37
H -0.65 -1.58 -0.34
H -2.15 1.48 0.21
H -1.78 0.29 -0.85
H 1.13 1.06 2.26
H 1.41 -1.07 -2.81
H 0.72 0.18 -4.02
H -1.32 -0.79 2.38
H -0.22 -0.32 3.78
*
```



# 3
Molecular formula: C5H11N3
Method: DFT, ωB97M-V/def2-TZVPD

Output
DFT total energy (a.u.): -361.26963
Max |F| (eV/Å): 2.804
Orbital gap (eV): 8.3

Structure (ORCA input):
```
! RIJCOSX wB97M-V def2-TZVPD def2/J DEFGRID3
* xyz 0 1
C -1.80 0.24 -1.38
N -0.60 -0.82 0.90
C 0.68 -0.69 0.28
C 0.62 0.54 -0.48
N -0.89 -0.10 2.10
N 1.71 1.42 -0.48
C -0.69 0.95 -0.67
C 1.65 -1.62 0.34
H -0.86 -1.79 1.05
H -1.12 0.85 1.82
H -0.06 -0.06 2.69
H 1.87 1.89 -1.36
H 2.56 1.02 -0.10
H -0.85 2.03 -0.67
H 2.48 -1.60 -0.34
H 1.56 -2.48 0.99
H -1.71 -0.84 -1.26
H -2.77 0.58 -1.00
H -1.78 0.48 -2.44
*
```



# 4
Molecular formula: C5H11N3
Method: DFT, ωB97M-V/def2-TZVPD

Output
DFT total energy (a.u.): -361.12710
Max |F| (eV/Å): 10.057
Orbital gap (eV): 9.1

Structure (ORCA input):
```
! RIJCOSX wB97M-V def2-TZVPD def2/J DEFGRID3
* xyz 0 1
C 0.20 -1.11 -0.43
C 0.71 -0.46 0.71
C -0.22 0.75 1.30
C -0.43 1.18 -0.73
C 0.53 0.24 -1.09
H -0.69 -2.43 0.93
H -1.65 -2.65 -0.54
H 0.76 -1.80 -1.10
H 1.44 -0.73 1.67
H 0.65 1.60 1.32
H -0.60 0.53 2.24
H -2.07 0.57 0.34
H 0.36 2.03 -0.61
H -1.11 1.64 -1.75
H 0.83 0.33 -2.10
H 2.25 -0.63 -0.53
N -1.22 -1.69 0.04
N -1.22 1.17 0.44
N 1.73 0.23 -0.25
*
```



> Which of these has the lowest DFT total energy?

number 1